1.
DFT (ωB97M-V with the def2-TZVPD basis set) results for a structure of composition C25H28CoN5O6S3.

As for the net charge: -1. The calculation puts the HOMO energy (spin up / spin down) at -0.1733 / -0.1829 Eh. Its expectation value of S² is 0.766. As for the multiplicity: 2. As for the energy relative to the best compared isomer or geometry (same formula, charge and spin): 0.0 kcal/mol. For the orbital gap (spin up / spin down), the calculation gives 6.5 / 6.8 eV.

Cartesian coordinates (Å):
Co  1.5892  -0.9540  -0.0848
O  0.1081  -4.1701  0.5442
S  1.2850  -3.3471  0.7009
O  2.3993  -3.9907  1.3544
O  0.9447  -2.0109  1.3743
O  1.7198  -2.7717  -0.6688
C  4.6029  2.1662  2.1387
N  4.0614  2.2225  0.7982
C  3.5835  3.3626  0.1894
C  3.0687  3.0044  -0.9960
N  3.2137  1.6255  -1.0961
C  3.8209  1.1320  0.0366
S  4.2005  -0.4580  0.4118
C  2.7251  0.8752  -2.1732
C  2.8688  1.3618  -3.4668
C  2.3777  0.6037  -4.5102
C  1.7888  -0.6195  -4.2375
C  1.6852  -1.0248  -2.9220
N  2.1271  -0.2781  -1.9031
H  5.0367  3.1357  2.3773
H  5.3647  1.3917  2.1820
H  3.8017  1.9340  2.8391
H  3.6006  4.3160  0.6841
H  2.5221  3.5722  -1.7261
H  3.3774  2.3004  -3.6348
H  2.4728  0.9592  -5.5285
H  1.4055  -1.2537  -5.0241
H  1.2423  -1.9681  -2.6303
C  -2.3617  -2.0081  5.3250
C  -1.4856  -1.1932  4.4118
C  -2.0090  -0.5619  3.2933
C  -1.2110  0.1958  2.4428
C  -1.8042  0.7976  1.1979
C  0.1392  0.3554  2.7442
C  0.6895  -0.2777  3.8569
C  2.1648  -0.1906  4.1346
C  -0.1288  -1.0479  4.6710
C  1.0137  1.2152  1.8592
O  1.4665  2.2653  2.3258
O  1.2309  0.8205  0.6595
H  -3.2289  -2.4001  4.7914
H  -2.7309  -1.4076  6.1616
H  -1.8134  -2.8534  5.7433
H  -3.0612  -0.6866  3.0523
H  -2.8929  0.7075  1.2089
H  -1.4273  0.2909  0.3076
H  -1.5423  1.8527  1.0931
H  2.7320  -0.5807  3.2847
H  2.4266  -0.7765  5.0160
H  2.4636  0.8470  4.2950
H  0.3107  -1.5654  5.5185
C  -5.3382  1.2130  -4.5277
C  -4.3520  0.4723  -3.6857
C  -4.5335  -0.7776  -3.1894
C  -3.4843  -1.3267  -2.3923
N  -2.3841  -0.6827  -2.1245
C  -2.1831  0.5765  -2.6118
S  -0.8263  1.4424  -2.2730
N  -3.1932  1.1105  -3.3979
C  -3.6021  -2.7071  -1.8241
H  -6.2205  0.6023  -4.7016
H  -4.8991  1.4772  -5.4912
H  -5.6437  2.1367  -4.0332
H  -5.4401  -1.3283  -3.3879
H  -3.0204  2.0477  -3.7314
H  -4.6214  -3.0865  -1.8770
H  -3.2488  -2.7073  -0.7941
H  -2.9438  -3.3774  -2.3799

Atom charges from the Löwdin analysis, given in e for atoms 1 to 5: 0.455, -0.344, 0.330, -0.336, -0.368



2.
DFT (ωB97M-V with the def2-TZVPD basis set) results for a structure of composition C25H28F4N3O5PS4Tb at a distorted geometry.

As for the net charge: -2. The calculation puts the HOMO energy (spin up / spin down) at -0.0372 / 0.0029 Eh. Its expectation value of S² is 16.769. As for the multiplicity: 8. As for the energy relative to the best compared isomer or geometry (same formula, charge and spin): 0.0 kcal/mol. For the orbital gap (spin up / spin down), the calculation gives 5.4 / 4.3 eV.

Cartesian coordinates (Å):
Tb  0.3541  1.5646  -0.8412
O  1.3147  -0.5848  -1.5716
C  0.9354  -1.0618  -2.8578
C  0.5328  0.1672  -3.7386
O  0.4550  0.0401  -4.9569
O  0.2762  1.2206  -3.0713
C  -0.2803  -1.9560  -2.6060
C  -1.2965  -2.0921  -3.5433
C  -2.3731  -2.9287  -3.2835
C  -2.4435  -3.6298  -2.0911
C  -1.4283  -3.4930  -1.1555
C  -0.3481  -2.6642  -1.4087
C  2.0635  -1.9151  -3.4374
C  1.9984  -2.3919  -4.7467
C  3.0072  -3.1938  -5.2497
C  4.0930  -3.5435  -4.4568
C  4.1522  -3.0897  -3.1511
C  3.1413  -2.2854  -2.6393
H  2.1575  -0.0919  -1.6161
H  -1.2481  -1.5293  -4.4654
H  -3.1690  -3.0151  -4.0131
H  -3.2936  -4.2681  -1.8826
H  -1.4806  -4.0261  -0.2139
H  0.4400  -2.5435  -0.6745
H  1.1636  -2.1029  -5.3659
H  2.9449  -3.5469  -6.2725
H  4.8816  -4.1705  -4.8559
H  4.9817  -3.3618  -2.5107
H  3.1853  -1.9736  -1.6035
C  2.7256  1.0938  5.0463
C  1.9337  -0.1838  4.8767
O  2.5199  -0.9667  3.8316
P  1.6779  -1.2804  2.4968
S  2.7791  -2.2778  1.2434
S  0.7716  0.3843  1.8845
O  0.5275  -2.2056  3.1784
C  -0.5127  -2.6993  2.3350
C  -1.5820  -3.3076  3.2125
H  2.3302  1.6933  5.8693
H  2.6663  1.6817  4.1310
H  3.7742  0.8722  5.2496
H  0.8929  0.0428  4.6357
H  1.9470  -0.8021  5.7789
H  -0.0812  -3.4402  1.6532
H  -0.9167  -1.8763  1.7351
H  -1.1653  -4.0876  3.8512
H  -2.3697  -3.7472  2.5975
H  -2.0372  -2.5464  3.8473
F  -3.9273  5.3990  -0.4418
C  -2.7707  6.0544  -0.0822
F  -3.2105  7.0842  0.6980
F  -2.3265  6.6332  -1.2134
C  -1.7931  5.2004  0.6347
C  -1.6607  5.3658  2.0629
C  -0.6908  4.5765  2.6903
C  0.0182  3.6380  1.9862
N  -0.2205  3.3763  0.6459
C  -1.0852  4.2012  -0.0188
S  -1.2646  3.7548  -1.7172
H  -2.2022  6.1312  2.5951
H  -0.4761  4.7065  3.7463
H  0.7635  3.0163  2.4596
N  -2.4320  1.5809  2.0627
C  -2.7843  1.5161  0.7631
N  -3.5694  2.4915  0.2799
S  -2.2770  0.2225  -0.2188
H  -2.3682  2.5011  2.4849
H  -1.6708  0.9639  2.3232
H  -3.5700  3.3758  0.7732
H  -3.4958  2.6234  -0.7217
F  2.4157  1.7070  -0.9658

Atom charges from the Löwdin analysis, given in e for atoms 1 to 5: 1.340, -0.192, -0.308, -0.574, 0.034



3.
DFT (ωB97M-V with the def2-TZVPD basis set) results for a structure of composition C25H28F5O2ReS at a distorted geometry.

As for the net charge: +1. The calculation puts the HOMO energy (spin up / spin down) at -0.3471 / -0.4130 Eh. Its expectation value of S² is 3.781. As for the multiplicity: 4. As for the energy relative to the best compared isomer or geometry (same formula, charge and spin): 6.4 kcal/mol. For the orbital gap (spin up / spin down), the calculation gives 7.1 / 5.2 eV.

Cartesian coordinates (Å):
O  1.4322  1.5423  -4.4801
C  2.4668  0.6783  -5.0550
C  2.7771  1.6094  -6.2190
H  2.0939  -0.3151  -5.3579
H  3.3037  0.5473  -4.3607
C  1.7274  2.5333  -5.5251
H  2.4232  1.2121  -7.1766
H  3.8135  1.9830  -6.2063
C  0.4997  2.8336  -6.3630
H  0.0265  1.9135  -6.7306
H  0.7430  3.4835  -7.2217
H  -0.2444  3.3374  -5.7409
C  2.3291  3.8285  -5.0031
H  3.2340  3.6764  -4.4053
H  1.6058  4.3762  -4.3936
H  2.6144  4.4946  -5.8332
Re  -0.9335  0.0997  2.4350
C  0.4366  1.0131  3.9915
C  0.9811  -0.3117  3.9040
C  1.4719  -0.5254  2.5803
H  1.0776  -1.0141  4.7246
C  1.2723  0.6798  1.8365
C  0.6318  1.6471  2.7022
H  0.4723  2.6931  2.4700
H  0.0280  1.4812  4.8765
H  1.9411  -1.4165  2.1834
H  1.6449  0.8540  0.8308
C  -2.9738  0.4932  2.9357
C  -2.2496  1.7025  2.5850
C  -1.8088  1.5648  1.2181
H  -2.1514  2.5722  3.2190
C  -2.2878  0.2979  0.7324
C  -2.9713  -0.3726  1.7849
H  -3.4512  -1.3366  1.7076
H  -3.4939  0.3020  3.8594
H  -1.2971  2.3174  0.6254
H  -2.2121  -0.0904  -0.2760
O  -0.2607  -0.5613  -0.9984
C  0.3329  0.7502  -1.2412
C  1.7541  0.5267  -1.7844
H  0.3100  1.4002  -0.3353
H  -0.3354  1.2505  -1.9625
C  1.6400  -0.9048  -2.3388
H  2.5023  0.5051  -0.9758
H  1.9933  1.2889  -2.5209
C  0.7687  -1.5461  -1.2663
H  2.5927  -1.4077  -2.5234
H  1.0731  -0.8423  -3.2799
H  1.3757  -1.6826  -0.3458
H  0.2757  -2.5023  -1.5119
F  -3.6751  -5.3118  7.0441
C  -3.0745  -4.6092  6.0627
C  -2.8515  -5.2150  4.8220
F  -3.2359  -6.4898  4.5969
C  -2.2180  -4.4844  3.8224
F  -1.9973  -5.0704  2.6234
C  -1.7846  -3.1534  4.0121
S  -0.9752  -2.4373  2.6674
C  -2.0157  -2.5745  5.2746
F  -1.5740  -1.3169  5.5495
C  -2.6712  -3.2846  6.2800
F  -2.9225  -2.7120  7.4753

Atom charges from the Löwdin analysis, given in e for atoms 1 to 5: -0.125, -0.181, -0.064, 0.120, 0.115



4.
DFT (ωB97M-V with the def2-TZVPD basis set) results for a structure of composition C25H28F5O2STi at a distorted geometry.

As for the net charge: 0. The calculation puts the HOMO energy (spin up / spin down) at -0.2643 / -0.2666 Eh. Its expectation value of S² is 0.756. As for the multiplicity: 2. As for the energy relative to the best compared isomer or geometry (same formula, charge and spin): 38.1 kcal/mol. For the orbital gap (spin up / spin down), the calculation gives 7.1 / 7.3 eV.

Cartesian coordinates (Å):
O  0.3464  1.9243  -1.8211
C  1.2912  2.2445  -2.8429
C  0.1371  2.8826  -3.6378
H  1.7421  1.3038  -3.1468
H  2.0467  2.9400  -2.4175
C  -0.6894  2.8882  -2.2804
H  -0.4990  2.2381  -4.3005
H  0.3727  3.8012  -4.2095
C  -2.0609  2.2164  -2.4288
H  -2.1327  1.2617  -1.8386
H  -2.1942  1.8380  -3.4618
H  -2.8667  2.9778  -2.2307
C  -0.6486  4.0160  -1.2238
H  0.4034  4.1974  -0.9766
H  -1.1525  3.7135  -0.2618
H  -1.0849  4.9740  -1.6257
Ti  0.0887  -0.2904  1.2058
C  0.6671  1.6447  2.6616
C  1.8727  0.9334  2.2425
C  2.3557  1.6274  1.0779
H  2.4465  0.2239  2.8638
C  1.6435  2.8479  0.9553
C  0.5844  2.8396  1.8928
H  -0.0785  3.6918  2.0917
H  0.1224  1.4300  3.5923
H  3.2455  1.3416  0.4784
H  1.9466  3.7123  0.3503
C  -1.7736  -0.5472  2.3971
C  -1.8988  0.7728  1.8380
C  -1.8753  0.6899  0.4222
H  -2.0687  1.6898  2.3823
C  -1.7481  -0.7136  0.0568
C  -1.7078  -1.4892  1.2708
H  -1.7203  -2.5741  1.3356
H  -1.8323  -0.7956  3.4695
H  -2.1628  1.4804  -0.2587
H  -1.7967  -1.0671  -0.9741
O  -0.1553  -1.4104  -2.2465
C  -0.6500  -0.8986  -3.5721
C  0.1627  -1.4612  -4.7566
H  -0.4577  0.1897  -3.5963
H  -1.7520  -1.1036  -3.6479
C  1.1520  -2.3927  -4.0756
H  0.6160  -0.6726  -5.3745
H  -0.5334  -2.0644  -5.3298
C  0.7131  -2.4480  -2.5851
H  2.1881  -2.1105  -4.2636
H  1.0401  -3.3803  -4.5172
H  1.5953  -2.3581  -1.9451
H  0.2350  -3.4389  -2.4190
F  0.0541  -4.6334  7.0096
C  0.3491  -3.9765  5.8716
C  0.5836  -2.5961  5.8885
F  0.5611  -1.9306  7.0701
C  0.7496  -1.8913  4.6994
F  0.8452  -0.5283  4.8346
C  0.7751  -2.5550  3.4539
S  1.2629  -2.0430  1.8072
C  0.5275  -3.9353  3.4902
F  0.4819  -4.5826  2.2977
C  0.3106  -4.6613  4.6504
F  0.0245  -5.9829  4.6085

Atom charges from the Löwdin analysis, given in e for atoms 1 to 5: -0.166, -0.159, -0.065, 0.108, 0.122